Record 1
Entry from the OMol25 dataset: a gas-phase ion, C2H2N3S2 (charge +1) (ωB97M-V/def2-TZVPD).

Structure (XYZ):
```
9
Properties=species:S:1:pos:R:3:mulliken_charge:R:1
C -0.7245 1.0610 -0.2332 0.89
C -1.5309 2.1058 -0.3004 -0.86
N 0.5764 -0.9379 0.0853 -0.81
N 2.4048 -2.6797 0.2862 -0.28
N -0.0580 0.0845 -0.1763 0.70
S -3.2984 1.9408 0.4919 0.08
S 2.0157 -1.4447 -0.4489 0.57
H -1.3320 3.0687 -0.7265 0.38
H 1.9470 -3.1986 1.0219 0.34
```

As for the frontier orbital gap (spin up / spin down): 0.225 / 0.224 Eh. The calculation puts the highest occupied orbital energy (spin up / spin down) at -13.71 / -13.69 eV. As for the LUMO energy (spin up / spin down): -0.27868 / -0.27863 Ha. The calculation puts the energy relative to the best compared isomer or geometry (same formula, charge and spin) at 78.3 kcal/mol. Its net charge is +1. The maximum force comes out at 0.1577 hartree/bohr.

Record 2
Entry from the OMol25 dataset: C2H2N4O in the gas phase (ωB97M-V/def2-TZVPD).

Structure (XYZ):
```
9
Properties=species:S:1:pos:R:3:mulliken_charge:R:1
H -2.7084 0.7514 -0.0226 0.27
N -2.0316 0.1281 -0.4952 -0.49
C -0.7990 0.1347 -0.3688 0.44
N -0.1504 -0.7919 -1.3086 -0.05
N 1.0870 -1.1434 -1.0751 -0.19
N 1.7626 -0.6164 0.0793 -0.24
C 1.1817 0.2036 0.7941 0.19
O -0.0747 0.6078 0.7454 -0.29
H 1.7328 0.7261 1.6515 0.35
```

As for the frontier orbital gap: 0.354 Eh. The calculation puts the highest occupied orbital energy at -10.54 eV. As for the LUMO energy: -0.03289 Ha. The calculation puts the energy relative to the best compared isomer or geometry (same formula, charge and spin) at 40.8 kcal/mol. The maximum force comes out at 0.0883 hartree/bohr. Its SMILES is [H]/N=c1/nnnco1.

Record 3
Entry from the OMol25 dataset: C2H2N4O2 in the gas phase (ωB97M-V/def2-TZVPD).

Structure (XYZ):
```
10
Properties=species:S:1:pos:R:3:mulliken_charge:R:1
O 0.4699 -1.6380 1.5915 -0.48
C -0.3369 -1.1809 0.5962 0.54
O -1.6188 -1.6671 0.2372 -0.37
N 0.1856 -0.0632 -0.1712 0.77
N 1.3921 0.3792 -0.4263 -0.70
C 1.1472 1.6606 -0.9072 0.08
N -0.1879 2.0837 -0.7501 -0.32
N -0.8161 1.0126 -0.2921 -0.16
H -1.5082 -2.5871 0.4872 0.36
H 1.8220 2.2641 -1.7716 0.30
```

As for the frontier orbital gap: 0.367 Eh. The calculation puts the highest occupied orbital energy at -10.78 eV. As for the LUMO energy: -0.02951 Ha. The calculation puts the energy relative to the best compared isomer or geometry (same formula, charge and spin) at 116.5 kcal/mol. The maximum force comes out at 0.1749 hartree/bohr. Its SMILES is O=C(O)n1ncnn1.

| no. | E_tot (eV) |
| --- | --- |
| 1 | -28233.1805 |
| 2 | -10110.5376 |
| 3 | -12157.6975 |